ORCA calculation (ωB97M-V with the def2-TZVPD basis set) on a structure of composition C2H5I2P.

Geometry as XYZ:
```
10
Properties=species:S:1:pos:R:3:lowdin_charge:R:1
C 0.2935 0.0896 1.6233 -0.1235
C 1.0254 1.1709 1.5252 -0.0833
P -1.1268 -0.8213 -1.4547 -0.1942
I -1.0808 -3.0812 -2.2776 0.2250
I 0.7301 0.0712 -2.7946 0.1923
H -0.7308 0.1745 1.8958 0.0416
H 0.5494 -0.7844 1.2125 -0.0129
H -2.1976 -0.2320 -2.3111 -0.1575
H 0.6356 2.2527 1.6560 0.0866
H 1.9019 1.1600 0.9251 0.0260
```

Computed properties:
DFT total energy: -27644.2987 eV
HOMO-LUMO gap: 8.767 eV
energy above the lowest of the compared OMol25 structures with the same formula, charge and spin: 123.89 kJ/mol
HOMO level: -9.29 eV
net charge: 0

***

ORCA calculation (ωB97M-V with the def2-TZVPD basis set) on a cluster of 3 separate species, C3H12N4O in total.

Geometry as XYZ:
```
20
Properties=species:S:1:pos:R:3:lowdin_charge:R:1
N -1.0401 -2.0649 -1.9039 0.3081
C -0.1358 -1.1637 -2.4238 -0.4312
N 1.1841 -1.0711 -1.9538 0.1530
N -0.5204 -0.0497 -3.0524 0.2388
H 0.3367 -1.1155 0.8381 0.2308
H -1.7942 -1.5191 -1.4600 0.1098
H 1.4145 -2.0477 -1.6614 0.1342
H 1.7144 -1.0441 -2.8385 0.1340
H 0.2649 0.5422 -3.2921 0.1476
H -1.4933 0.1479 -3.2472 0.1522
C 0.9735 1.1352 2.8617 -0.0900
N -0.3089 1.6754 2.2386 -0.0831
C -0.6757 0.7809 1.1448 -0.4032
O -1.3141 -0.4287 1.6381 -0.0698
H 0.7988 0.0598 2.9021 0.0553
H 1.0429 1.4659 3.8916 0.0784
H 1.8229 1.4730 2.2698 0.0804
H -1.0199 1.4101 2.9290 0.1040
H 0.1262 0.3978 0.5517 0.0315
H -1.3765 1.4163 0.5678 0.1192
```

Computed properties:
DFT total energy: -11298.5000 eV
HOMO-LUMO gap (alpha / beta): 7.620 / 4.542 eV
energy above the lowest of the compared OMol25 structures with the same formula, charge and spin: 0.00 kJ/mol
HOMO level (alpha / beta): -12.55 / -12.38 eV
net charge: +1
spin multiplicity: 2

***

ORCA calculation (ωB97M-V with the def2-TZVPD basis set) on a structure of composition C43H36Cl2N8O8P2S3Se2W.

Geometry as XYZ:
```
105
Properties=species:S:1:pos:R:3:lowdin_charge:R:1
W 0.2123 -0.2836 -0.7603 1.5648
C 2.3930 2.9654 4.9913 -0.0203
C 1.2334 3.3042 4.1310 -0.3695
N 0.2269 4.0403 4.4799 0.0885
N -0.5718 4.0394 3.3612 -0.0010
C -0.0871 3.3172 2.3162 -0.8278
S -0.7354 3.0389 0.8375 0.6759
N 1.1079 2.8655 2.8409 -0.0979
N 1.9701 2.0508 2.1224 0.1262
H 2.2539 3.4233 5.9673 0.0747
H 3.3284 3.3257 4.5578 0.0744
H 2.4727 1.8826 5.1060 0.0806
H -1.4965 4.4240 3.3930 0.1322
H 1.6859 1.0726 2.2076 0.0518
H 2.9212 2.2040 2.4232 0.0838
O -0.8443 2.5806 -3.8051 -0.3193
S -1.0517 1.3243 -3.1220 0.4707
O -0.0122 0.3367 -3.3823 -0.4314
O -1.2527 1.4132 -1.6572 -0.4528
C -2.6164 0.6879 -3.7547 -0.1998
C -3.3916 1.5740 -4.4852 -0.0626
C -4.6421 1.1931 -4.9593 -0.0909
C -5.1323 -0.0683 -4.6820 -0.0875
C -4.3686 -0.9617 -3.9417 -0.0519
C -3.1165 -0.5930 -3.4797 -0.2053
S -2.1368 -1.8806 -2.7254 0.4707
O -3.0022 -2.9377 -2.2910 -0.2799
O -1.1886 -2.2515 -3.7484 -0.3761
O -1.5188 -1.1487 -1.5805 -0.5252
H -2.9918 2.5591 -4.6791 0.1020
H -5.2331 1.8933 -5.5377 0.0937
H -6.1078 -0.3676 -5.0467 0.0955
H -4.7264 -1.9539 -3.7024 0.1103
Se 3.5641 -5.9689 2.1663 0.3569
P 3.6971 -3.9770 2.8546 0.5772
C 5.3795 -3.2744 2.6780 -0.3449
C 5.5654 -1.9219 2.4130 -0.0764
C 6.8500 -1.3954 2.3557 -0.0742
C 7.9463 -2.2155 2.5762 -0.0947
C 7.7619 -3.5661 2.8439 -0.0933
C 6.4808 -4.0953 2.8943 -0.1064
C 3.3832 -3.8290 4.6504 -0.3220
C 3.0929 -4.9777 5.3719 -0.1135
C 2.9140 -4.9127 6.7493 -0.0890
C 3.0305 -3.6994 7.4054 -0.0957
C 3.3389 -2.5495 6.6883 -0.0810
C 3.5272 -2.6128 5.3183 -0.0847
C 2.6552 -2.7626 2.0545 -0.4041
C 2.2713 -2.4903 0.7404 -0.3873
N 1.6354 -1.3058 0.7854 -0.1342
N 1.6065 -0.8813 2.0301 -0.0239
N 2.2237 -1.7322 2.8138 0.0396
P 2.5472 -3.1456 -0.8956 0.7005
Se 1.3424 -2.0898 -2.2971 0.6678
C 4.3279 -3.0342 -1.2392 -0.3229
C 5.2486 -3.8153 -0.5415 -0.1036
C 6.6061 -3.6356 -0.7532 -0.0804
C 7.0465 -2.6752 -1.6570 -0.0870
C 6.1333 -1.8981 -2.3512 -0.0771
C 4.7701 -2.0756 -2.1437 -0.1002
C 2.0605 -4.8709 -0.8833 -0.3847
C 2.7972 -5.8683 -1.5062 -0.1052
C 2.2969 -7.1621 -1.5455 -0.0944
C 1.0585 -7.4410 -0.9865 -0.0881
C 0.3067 -6.4305 -0.3997 -0.0595
C 0.7984 -5.1385 -0.3496 -0.0711
H 4.7106 -1.2823 2.2287 0.0961
H 6.9879 -0.3450 2.1327 0.1006
H 8.9470 -1.8028 2.5336 0.0971
H 8.6174 -4.2099 3.0081 0.0983
H 6.3223 -5.1514 3.0801 0.0796
H 2.9940 -5.9187 4.8457 0.0379
H 2.6785 -5.8130 7.3025 0.0977
H 2.8828 -3.6453 8.4772 0.0966
H 3.4283 -1.5981 7.1966 0.0994
H 3.7611 -1.7153 4.7654 0.0880
H 4.9054 -4.5764 0.1505 0.0381
H 7.3170 -4.2387 -0.2029 0.1009
H 8.1090 -2.5334 -1.8167 0.0972
H 6.4724 -1.1455 -3.0513 0.1038
H 4.0436 -1.4725 -2.6746 0.0638
H 3.7603 -5.6435 -1.9473 0.1023
H 2.8746 -7.9499 -2.0125 0.0963
H 0.6702 -8.4519 -1.0180 0.0968
H -0.6691 -6.6431 0.0164 0.1120
H 0.2078 -4.3403 0.0928 0.1010
Cl -4.2428 -1.8217 1.8305 -0.2974
C -1.7973 -1.5808 2.5575 -0.6704
Cl -1.9067 -0.2690 3.6880 0.5489
C -1.0870 -1.3787 1.3317 -0.7539
O -0.6814 -2.3098 0.6010 -0.0843
O -0.8253 -0.1345 0.9534 -0.2837
H -1.8372 -2.5660 2.9841 0.0389
N 1.5911 0.7693 -0.9152 -0.1821
C 2.7449 1.4808 -1.0979 -0.3404
C 3.9481 1.0001 -0.5743 -0.0543
C 5.1280 1.7000 -0.7757 -0.1125
C 5.1232 2.8948 -1.4863 -0.1233
C 3.9209 3.3783 -1.9951 -0.0950
C 2.7383 2.6832 -1.8072 -0.0060
H 3.9381 0.0677 -0.0210 0.0900
H 6.0565 1.3029 -0.3801 0.0880
H 6.0446 3.4413 -1.6455 0.0846
H 3.9062 4.3056 -2.5553 0.0953
H 1.7974 3.0413 -2.2059 0.1153
```

Computed properties:
DFT total energy: -282126.5873 eV
HOMO-LUMO gap (alpha / beta): 4.765 / 6.103 eV
energy above the lowest of the compared OMol25 structures with the same formula, charge and spin: 0.00 kJ/mol
HOMO level (alpha / beta): -1.43 / -2.77 eV
net charge: -2
spin multiplicity: 3

***

ORCA calculation (ωB97M-V with the def2-TZVPD basis set) on a structure of composition C26H32ClO4Sn.

Geometry as XYZ:
```
64
Properties=species:S:1:pos:R:3:lowdin_charge:R:1
O 3.8682 -0.2924 -2.6844 -0.1028
C 4.1678 -1.6687 -3.1831 -0.1818
C 5.5024 -1.4039 -3.8094 -0.0645
H 3.3935 -1.9419 -3.9106 0.1325
H 4.2442 -2.3895 -2.3554 0.1223
C 5.1597 -0.0029 -3.2539 -0.6087
H 5.4730 -1.5582 -4.8892 0.1222
H 6.3157 -1.9513 -3.3206 0.1230
C 5.1087 1.0514 -4.3328 -0.0127
H 4.3703 0.7881 -5.0906 0.0919
H 6.0893 1.1312 -4.8133 0.0979
H 4.8537 2.0302 -3.9222 0.0872
C 6.1281 0.3536 -2.1648 -0.0213
H 6.1192 -0.4330 -1.4072 0.0914
H 5.8641 1.3088 -1.7132 0.0888
H 7.1395 0.4355 -2.5581 0.0964
Sn -1.2973 0.7886 1.7375 1.6580
C -0.4386 0.4437 4.3461 -0.1030
C -1.3350 -0.4830 3.7118 -0.2002
C -0.5710 -1.2061 2.7023 -0.1720
H -2.3547 -0.7056 4.0119 0.1255
C 0.7962 -0.7553 2.8018 -0.1113
C 0.8551 0.2571 3.7945 -0.1022
H 1.7585 0.7608 4.1231 0.1183
H -0.7092 1.0938 5.1743 0.1278
H -0.9384 -2.0628 2.1308 0.1343
H 1.6338 -1.1914 2.2749 0.0945
C -2.1875 2.9039 1.4543 -0.1686
C -0.9194 3.5555 1.6889 -0.1047
C -0.1116 3.3826 0.5351 -0.1062
H -0.6789 4.1250 2.5838 0.1214
C -0.8235 2.5991 -0.4111 -0.1219
C -2.1239 2.3106 0.1139 -0.1665
H -2.9711 1.9238 -0.4472 0.1334
H -3.0778 2.9642 2.0721 0.1206
H 0.8689 3.8243 0.3728 0.1194
H -0.4940 2.3234 -1.4123 0.1212
O 0.7325 -0.1079 -1.9125 -0.1362
C 1.6705 0.1826 -0.8499 -0.2075
C 2.4253 -1.1135 -0.4587 -0.1516
H 1.1167 0.5117 0.0601 0.0671
H 2.3893 0.9499 -1.1588 0.1236
C 1.9124 -2.0406 -1.5424 -0.1890
H 2.0029 -1.3488 0.5337 0.0687
H 3.5176 -1.0770 -0.4047 0.1152
C 0.4751 -1.5608 -1.6663 -0.1388
H 2.2383 -3.0854 -1.4795 0.1318
H 2.2870 -1.6823 -2.5133 0.0695
H -0.0831 -1.7560 -0.7170 0.1165
H -0.0370 -1.9724 -2.5438 0.1290
Cl -9.7891 -1.6677 1.3500 0.7136
C -8.1677 -1.1502 1.5459 -0.6735
C -7.8223 -0.3378 2.6372 -0.0811
C -6.4940 0.0719 2.7833 -0.0101
C -5.5086 -0.2980 1.8600 -0.1403
C -5.8603 -1.1330 0.7842 -0.0082
C -7.1879 -1.5556 0.6228 -0.0821
C -4.0994 0.1839 2.0515 -0.5567
O -3.7962 0.9547 2.9960 -0.0413
O -3.2090 -0.2389 1.1854 -0.1588
H -8.5909 -0.0562 3.3567 0.1119
H -6.2298 0.6869 3.6440 0.1219
H -5.0900 -1.4623 0.0882 0.1166
H -7.4802 -2.2064 -0.2027 0.1102
```

Computed properties:
DFT total energy: -54012.7879 eV
HOMO-LUMO gap: 4.669 eV
energy above the lowest of the compared OMol25 structures with the same formula, charge and spin: 214.20 kJ/mol
HOMO level: -11.36 eV
net charge: +1